Record 1
96
Properties=species:S:1:pos:R:3:forces:R:3 method="wB97M-V/def2-TZVPD" gap_ev="6.67 / 6.63" total_energy_ev=-150992.5969 e_lumo_ev="2.364 / 2.359" homo_energy_ha="-0.158 / -0.157" spin_multiplicity=2 e_above_lowest_kcal_mol=0.0 mol_weight_g_mol=1034.66 charge=-1
Sb 2.232 -0.329 -0.548 -0.66 -0.22 0.35
Mn 0.244 0.027 1.514 0.82 0.69 0.76
S 0.547 0.063 3.873 -0.07 0.16 -0.16
S 0.619 2.494 1.561 -0.35 0.03 -0.06
S 0.068 0.895 -2.378 -0.68 0.23 -0.05
P -1.550 0.503 -1.215 -0.21 -0.06 -0.67
P -1.345 2.123 1.200 -0.30 0.57 0.14
F 0.836 -5.207 -4.224 0.04 0.00 0.04
F 6.343 -3.335 3.201 -0.01 0.02 0.00
F 6.443 2.320 -4.396 -0.03 -0.04 0.06
O 0.733 -1.869 1.761 0.01 -0.17 -0.31
N 1.256 -2.280 2.917 -0.07 -0.33 -0.42
C 1.858 -2.018 5.166 -0.22 0.41 -0.10
C 3.710 -1.409 0.640 0.42 -0.05 0.25
C 5.492 -2.692 2.360 0.08 -0.10 0.08
C 2.430 -3.254 5.171 0.09 -0.16 -0.01
C -2.184 3.150 3.715 0.12 0.06 -0.05
C 1.621 -3.289 -1.258 -0.06 0.04 -0.08
C -2.551 -3.510 -1.074 0.08 0.13 0.03
C -5.169 3.022 -2.704 0.11 -0.18 0.01
C 1.307 -2.915 -3.994 0.05 0.15 0.15
C 4.426 -2.543 0.240 -0.06 0.01 0.00
C -2.960 1.523 -1.844 -0.09 -0.23 -0.14
C 2.420 -4.031 4.000 0.06 -0.03 0.11
C 1.827 -3.511 2.893 -0.09 0.23 0.06
C -2.502 -1.497 -2.970 0.07 0.11 -0.09
C 3.655 0.606 -1.861 0.30 0.22 -0.22
C -3.884 3.375 -3.093 0.03 -0.13 0.05
C 3.265 1.476 -2.887 0.08 -0.04 0.04
C 1.628 -1.849 -3.161 0.12 0.03 -0.19
C -2.126 5.691 -0.738 -0.02 -0.12 0.08
C 4.197 2.054 -3.746 -0.11 -0.12 0.19
C -5.353 1.918 -1.876 0.16 0.02 -0.14
C -2.942 -3.786 -2.374 0.05 0.10 -0.10
C -4.241 4.718 -0.144 0.17 0.10 0.01
C 4.830 -1.574 2.811 -0.16 0.11 -0.12
C -4.256 1.179 -1.451 -0.06 -0.01 -0.03
C -3.584 3.637 0.417 0.04 -0.04 0.18
C -2.187 3.566 0.414 0.02 0.13 0.20
C 5.970 0.928 -2.557 -0.10 -0.07 0.13
C -2.918 -2.770 -3.327 0.04 -0.04 0.20
C -2.788 2.627 -2.669 0.01 0.00 -0.13
C 5.314 -3.198 1.091 -0.14 0.10 -0.13
C -2.862 3.101 4.923 -0.08 -0.21 -0.04
C -3.655 0.901 4.380 0.09 -0.01 -0.14
C 1.313 -4.377 -2.073 -0.05 0.09 0.21
C -2.117 -1.202 -1.660 0.09 0.08 -0.05
C -1.489 0.632 0.454 0.12 -0.58 0.26
C -2.148 -2.222 -0.719 -0.03 -0.04 0.17
C -3.512 5.753 -0.725 0.07 -0.10 0.13
C -2.973 0.962 3.165 -0.21 -0.20 0.03
C 1.801 -2.012 -1.787 -0.03 -0.31 -0.33
C 3.941 -0.942 1.940 -0.02 -0.12 0.02
C 1.243 -1.476 4.004 0.10 -0.49 0.31
C 5.529 1.761 -3.559 0.08 0.11 -0.17
C -3.602 1.967 5.261 0.10 0.14 -0.07
C 1.162 -4.159 -3.424 -0.10 -0.15 -0.09
C 5.024 0.357 -1.710 -0.08 0.05 -0.04
C -1.467 4.602 -0.166 0.06 0.01 -0.11
C -2.230 2.076 2.821 0.08 0.25 0.02
H 2.881 -5.006 3.947 0.00 0.02 0.03
H 4.281 -2.948 -0.756 0.00 0.04 -0.01
H -2.468 -0.720 -3.726 0.02 0.04 0.05
H -4.222 0.012 4.632 0.00 0.01 0.00
H -4.131 1.920 6.206 0.02 0.02 -0.01
H 1.772 -3.996 1.933 -0.01 -0.03 -0.01
H 4.988 -1.224 3.823 -0.01 0.03 -0.02
H 1.154 -2.786 -5.057 0.02 0.02 0.01
H -6.018 3.606 -3.041 0.00 -0.02 0.03
H -3.213 -2.976 -4.349 0.00 0.01 0.00
H -4.404 0.328 -0.796 0.02 -0.02 0.00
H 1.859 -1.392 6.049 -0.01 -0.01 -0.01
H 3.894 2.722 -4.542 0.00 -0.01 0.01
H 1.722 -0.864 -3.606 0.04 -0.12 0.05
H 1.162 -5.369 -1.669 0.00 0.02 0.00
H -4.027 6.598 -1.165 0.01 0.01 -0.01
H -2.553 -4.295 -0.326 -0.01 0.03 -0.01
H -2.814 3.939 5.608 0.01 0.01 -0.02
H -1.786 2.894 -2.983 -0.01 -0.01 0.02
H 5.382 -0.289 -0.917 -0.06 -0.01 -0.02
H -0.385 4.545 -0.183 -0.01 0.00 0.03
H -1.552 6.489 -1.193 0.02 -0.01 0.01
H 7.029 0.734 -2.439 -0.03 0.00 0.00
H -5.324 4.750 -0.142 0.00 -0.01 0.01
H -4.164 2.835 0.860 0.07 0.03 0.04
H -1.601 4.032 3.471 0.02 -0.05 -0.06
H 2.898 -3.628 6.074 0.00 -0.01 -0.04
H 3.392 -0.085 2.318 -0.01 0.06 -0.07
H -3.253 -4.786 -2.652 0.00 0.01 0.01
H -3.728 4.241 -3.725 0.01 -0.01 0.01
H -3.015 0.141 2.458 0.03 -0.04 0.00
H -6.350 1.630 -1.564 -0.01 -0.01 0.01
H 5.856 -4.083 0.783 0.00 0.01 -0.02
H -1.864 -2.005 0.306 0.04 0.03 -0.05
H 1.694 -3.436 -0.188 0.05 -0.02 0.00
H 2.220 1.719 -3.030 0.09 0.00 0.04

Record 2
101
Properties=species:S:1:pos:R:3:forces:R:3 method="wB97M-V/def2-TZVPD" gap_ev="4.96 / 4.77" total_energy_ev=-148065.9905 e_lumo_ev="3.878 / 3.877" homo_energy_ha="-0.040 / -0.033" spin_multiplicity=2 e_above_lowest_kcal_mol=48.4 mol_weight_g_mol=977.43 charge=-2
V 0.582 0.960 0.034 -0.43 0.38 0.13
Cl 3.044 2.816 0.473 0.88 1.19 0.64
S 4.122 -2.685 1.300 -0.39 0.36 -0.39
S -0.953 5.282 -0.057 0.69 -0.48 -0.59
S -2.015 4.420 2.665 0.15 -0.25 0.24
P -1.426 -2.426 1.546 -0.14 0.49 -0.07
O -2.566 3.800 3.844 0.01 -0.13 -0.23
O -1.754 1.488 -1.545 -0.85 0.96 -1.45
O 0.498 0.104 -1.557 1.30 0.29 -2.88
O -1.486 0.545 -0.531 -0.37 -0.12 1.17
O -1.233 5.615 2.915 -0.18 0.13 -0.28
N -1.212 3.325 1.809 -1.25 -0.09 1.75
N -6.662 6.165 -0.655 -0.28 0.05 -0.15
N 1.988 -1.933 -0.003 -0.43 0.89 0.98
N -1.112 -0.958 1.999 -0.11 -0.86 0.16
N 0.043 2.902 -0.098 -0.26 0.22 0.42
C -1.019 -2.063 -2.510 -0.09 0.08 -0.07
C 0.382 3.497 -1.273 0.07 0.67 -0.75
C 3.736 -3.475 -0.196 -0.34 0.41 0.22
C 1.044 1.274 2.659 -0.04 0.28 0.41
C -2.202 -3.761 -0.702 -0.06 0.04 0.06
C -5.715 -2.779 3.029 0.02 0.00 -0.04
C -4.265 3.976 1.099 0.00 -0.02 -0.02
C 0.973 -5.800 1.678 0.14 -0.19 0.02
C -1.562 -2.606 -0.244 0.30 0.00 0.01
C -4.716 6.684 0.686 -0.11 -0.09 -0.06
C 2.984 -0.594 3.265 -0.07 -0.26 -0.47
C -0.032 4.765 -1.441 -0.15 -0.07 0.26
C 1.964 -5.394 2.562 -0.12 0.08 -0.03
C -0.989 -1.712 -1.154 -0.33 -0.06 -0.23
C -4.747 -3.478 3.732 -0.23 -0.04 0.16
C 1.678 1.311 3.884 -0.04 -0.04 -0.15
C 0.789 -3.332 2.902 -0.47 0.02 0.08
C 2.102 -3.385 -1.974 -0.06 0.26 0.23
C -2.359 -0.525 5.461 0.00 -0.06 0.19
C -2.253 -4.068 -2.046 0.04 -0.08 -0.15
C 3.951 -4.938 -2.057 0.15 -0.04 0.09
C -1.634 -3.214 -2.953 0.01 -0.10 0.04
C -0.215 -3.731 2.020 0.12 0.25 0.01
C 2.645 -1.655 1.079 0.68 -1.12 -1.00
C -0.706 3.668 0.660 0.12 1.48 -0.97
C 2.546 1.385 -0.438 0.56 -0.46 -0.64
C -3.651 6.268 1.458 -0.02 -0.01 0.03
C -3.438 -3.509 3.279 0.19 -0.10 -0.21
C -1.766 -0.449 3.125 0.08 -0.09 -0.16
C -0.510 -0.334 -0.898 -1.04 -2.15 1.26
C -5.376 -2.093 1.870 -0.23 -0.01 0.11
C -5.337 4.387 0.329 -0.03 0.08 -0.04
C 4.429 -4.477 -0.839 0.11 -0.28 -0.23
C -4.072 -2.109 1.429 0.16 -0.08 -0.13
C -0.112 -4.986 1.419 -0.21 0.12 0.04
C -2.661 0.606 2.956 -0.09 0.02 -0.07
C 1.854 -4.164 3.191 0.13 -0.29 0.04
C 2.327 -0.646 2.021 -0.35 1.18 0.90
C 2.802 -4.385 -2.614 -0.03 -0.09 -0.15
C -1.619 -1.004 4.397 0.10 -0.02 0.01
C -5.565 5.743 0.105 0.19 -0.02 0.21
C -3.267 0.501 5.273 -0.21 0.07 0.27
C 1.365 0.335 1.678 0.92 -1.28 1.16
C -3.102 -2.842 2.111 0.14 0.01 -0.03
C -3.419 1.062 4.015 -0.10 -0.09 0.00
C 2.678 0.382 4.177 0.08 0.08 0.40
C -3.426 4.921 1.656 0.53 -0.03 0.48
C 2.551 -2.910 -0.740 1.07 -1.09 -0.35
H -6.122 -1.529 1.328 -0.04 0.05 0.00
H -6.732 -2.743 3.393 -0.08 -0.03 0.06
H -2.238 -0.969 6.443 0.00 -0.02 0.02
H 2.627 -3.834 3.870 0.04 0.08 0.04
H -4.057 2.928 1.246 0.01 -0.16 -0.04
H -0.575 -1.374 -3.217 0.03 0.07 0.02
H -6.976 5.473 -1.321 0.05 0.13 -0.01
H 0.127 5.422 -2.272 0.06 0.03 -0.23
H -5.992 3.656 -0.125 -0.03 -0.09 -0.05
H 1.405 2.064 4.611 -0.02 0.05 0.03
H -4.886 7.736 0.507 -0.03 0.14 -0.01
H 0.268 2.011 2.463 0.06 -0.04 0.08
H -1.651 -3.444 -4.010 -0.02 0.00 -0.08
H -2.757 -4.962 -2.393 -0.04 0.01 0.05
H -2.676 -4.038 3.835 0.05 -0.04 0.06
H -3.858 0.853 6.109 -0.02 0.07 0.01
H -2.764 1.025 1.964 0.07 0.04 -0.08
H -0.948 -1.844 4.532 0.07 0.04 0.05
H -3.765 -1.535 0.563 -0.12 0.08 -0.08
H 3.205 0.433 5.123 -0.01 -0.05 0.04
H 0.738 -2.345 3.336 0.03 0.14 0.00
H 1.224 -2.941 -2.412 -0.07 0.02 -0.04
H -2.701 -4.401 0.018 0.03 -0.05 -0.07
H -0.869 -5.326 0.728 0.02 0.02 -0.10
H -4.138 1.852 3.856 0.05 0.09 0.03
H 2.832 -6.016 2.729 0.04 -0.06 0.04
H 2.460 -4.732 -3.579 -0.05 -0.06 -0.06
H -2.951 6.966 1.889 0.04 0.14 0.03
H 2.728 1.632 -1.493 -0.11 -0.11 0.08
H -6.531 7.071 -1.083 -0.02 -0.15 -0.04
H 3.736 -1.343 3.490 0.08 0.00 0.13
H 0.928 2.928 -2.008 0.06 -0.05 0.04
H 1.065 -6.748 1.161 -0.02 -0.03 0.03
H 4.483 -5.717 -2.585 0.05 -0.05 -0.02
H 5.336 -4.882 -0.412 0.06 -0.06 0.04
H -5.015 -3.979 4.653 0.03 -0.04 0.02
H 3.269 0.614 -0.153 -0.08 -0.02 -0.17